Here is C60H48ClO5S3SiW as an isolated structure from the Open Molecules 2025 dataset. Energies are from the ωB97M-V functional and the def2-TZVPD basis.

The expectation value of S² is 2.05. The value obtained for the gap between HOMO and LUMO (alpha / beta) is 6.0 / 5.7 eV. The highest occupied orbital energy (alpha / beta) comes out at -9.30 / -10.33 eV.

ORCA input file:
```
! RIJCOSX wB97M-V def2-TZVPD def2/J DEFGRID3
* xyz 1 3
W 0.178 0.783 -0.274
C 2.399 -0.034 7.461
C 1.634 0.472 6.279
C 1.632 1.833 5.974
C 0.857 2.337 4.950
C 0.063 1.470 4.202
C 0.107 0.101 4.444
C 0.889 -0.386 5.475
S -0.976 2.161 2.947
O -0.006 1.081 1.413
C -2.458 1.210 3.139
C -2.866 0.998 4.474
C -4.069 0.426 4.743
C -4.921 0.016 3.695
C -6.163 -0.589 3.969
C -6.979 -1.008 2.954
C -6.574 -0.845 1.622
C -5.380 -0.244 1.325
C -4.519 0.218 2.346
C -3.264 0.855 2.073
C -2.902 1.026 0.645
C -3.660 1.895 -0.183
C -4.434 2.945 0.357
C -5.168 3.766 -0.461
C -5.164 3.580 -1.844
C -4.438 2.548 -2.399
C -3.683 1.692 -1.596
C -3.058 0.525 -2.142
C -2.331 -0.313 -1.365
C -2.047 0.034 0.022
S -1.376 -1.304 1.103
O -0.110 -1.488 0.273
C -2.426 -2.688 0.702
C -3.472 -2.909 1.587
C -4.379 -3.916 1.335
C -4.251 -4.721 0.206
C -5.223 -5.824 -0.052
C -3.175 -4.506 -0.651
C -2.259 -3.500 -0.408
H 3.420 0.345 7.455
H 2.421 -1.121 7.491
H 1.923 0.326 8.375
H 2.234 2.503 6.568
H 0.839 3.395 4.744
H -0.458 -0.582 3.825
H 0.919 -1.449 5.664
H -2.228 1.326 5.279
H -4.387 0.291 5.766
H -6.455 -0.714 5.001
H -7.932 -1.466 3.174
H -7.221 -1.187 0.828
H -5.101 -0.125 0.291
H -4.435 3.094 1.427
H -5.765 4.555 -0.031
H -5.742 4.234 -2.476
H -4.455 2.374 -3.464
H -3.205 0.313 -3.191
H -1.923 -1.236 -1.770
H -3.559 -2.292 2.468
H -5.191 -4.084 2.025
H -6.158 -5.649 0.472
H -4.803 -6.769 0.294
H -5.428 -5.921 -1.115
H -3.050 -5.140 -1.516
H -1.406 -3.357 -1.053
S -0.288 2.958 -1.270
C -1.323 4.276 -0.623
C -2.116 4.964 -1.533
C -2.906 6.010 -1.100
C -2.913 6.379 0.235
C -2.114 5.697 1.137
C -1.307 4.656 0.709
H -2.090 4.679 -2.571
H -3.505 6.551 -1.814
H -3.525 7.202 0.570
H -2.110 5.983 2.178
H -0.643 4.150 1.395
O 0.165 0.380 -2.021
Si 0.683 0.477 -3.576
C 2.109 1.730 -3.375
C 2.201 2.943 -4.055
C 3.303 3.764 -3.888
C 4.330 3.397 -3.034
C 4.243 2.208 -2.327
C 3.139 1.387 -2.492
C 1.400 -1.249 -3.860
C 1.935 -1.662 -5.076
C 2.520 -2.908 -5.207
C 2.570 -3.770 -4.123
C 2.056 -3.370 -2.899
C 1.479 -2.119 -2.770
C -0.730 1.031 -4.718
C -1.135 0.289 -5.827
C -2.158 0.734 -6.648
C -2.798 1.932 -6.378
C -2.410 2.683 -5.280
C -1.386 2.236 -4.464
H 1.412 3.232 -4.734
H 3.374 4.686 -4.446
H 5.208 4.020 -2.931
H 5.055 1.910 -1.675
H 3.111 0.426 -1.984
H 1.897 -0.992 -5.923
H 2.947 -3.207 -6.153
H 3.017 -4.748 -4.228
H 2.120 -4.028 -2.043
H 1.086 -1.796 -1.800
H -0.643 -0.645 -6.054
H -2.451 0.154 -7.511
H -3.589 2.284 -7.023
H -2.896 3.625 -5.068
H -1.086 2.828 -3.612
Cl 2.341 2.772 0.915
C 3.174 1.377 1.641
C 2.356 0.133 1.254
O 2.087 -0.742 2.039
O 1.999 0.152 -0.005
H 3.219 1.502 2.720
H 4.167 1.320 1.197
*
```

Here is the molecule C5H9NO from the Open Molecules 2025 dataset. Energies are from the ωB97M-V functional and the def2-TZVPD basis.

The energy above the lowest of the compared OMol25 structures with the same formula, charge and spin comes out at 362.5 kJ/mol. The value obtained for the gap between HOMO and LUMO is 8.8 eV. The highest occupied orbital energy comes out at -8.31 eV.

ORCA input file:
```
! RIJCOSX wB97M-V def2-TZVPD def2/J DEFGRID3
* xyz 0 1
C 0.033 -1.494 0.139
C 0.159 0.261 -0.016
C 0.890 0.784 1.179
C 0.818 -0.444 -1.019
N -1.237 1.477 -1.371
C -1.271 0.756 -0.291
O -2.130 0.384 0.544
H -0.859 -1.154 0.750
H 0.768 -1.963 0.788
H -0.439 -2.158 -0.580
H 1.847 0.278 1.354
H 0.259 0.720 2.068
H 1.082 1.840 0.966
H 1.910 -0.494 -1.047
H 0.308 -0.548 -1.975
H -2.164 1.875 -1.522
*
```

| no. | F_max (eV/Å) |
| --- | --- |
| 1 | 2.4 |
| 2 | 0.6 |